Computed, not measured: a molecular structure, C8H12O at a distorted geometry, with ωB97M-V/def2-TZVPD.

- relative energy (zero: lowest compared OMol25 entry of this formula, charge and spin) (kJ/mol) = 305.8
- net charge = 0
- gap between HOMO and LUMO (eV) = 9.6
- maximum force (eV Å⁻¹) = 4.44
- highest occupied orbital energy (eV) = -8.7

Structure (XYZ):
```
21
C8H12O | the Open Molecules 2025 dataset | ωB97M-V/def2-TZVPD
O 2.43997 -0.73021 -2.39793
C -2.03367 0.24724 0.51598
C 0.42233 -0.47616 -0.40355
C 2.21278 -0.61804 -1.24879
C 0.74356 0.48054 0.74997
C -1.19840 0.01272 -0.69528
C 0.39164 -1.94326 -0.00278
C -1.32159 1.39092 -0.14685
C 0.00509 1.79452 0.46356
H -1.73863 -0.07554 1.50008
H -3.09978 0.16904 0.35332
H 1.80972 0.66558 0.87687
H 0.16890 -2.56747 -0.86503
H 0.39085 0.05547 1.69402
H -1.63651 -0.32529 -1.61868
H -0.11244 2.39169 1.36918
H 2.90103 -0.64093 -0.40642
H 0.57061 2.39235 -0.25685
H 1.34605 -2.26044 0.41715
H -1.88700 2.16180 -0.64798
H -0.37448 -2.12452 0.75002
```

Computed, not measured: a molecular structure, C38H46BF6IN6O3S3V at a distorted geometry, with ωB97M-V/def2-TZVPD.

- net charge = +2
- 2S+1 = 2
- gap between HOMO and LUMO (spin up / spin down) (eV) = 6.5 / 6.8
- maximum force (eV Å⁻¹) = 3.72
- highest occupied orbital energy (spin up / spin down) (eV) = -12.7 / -12.7

Structure (XYZ):
```
105
C38H46BF6IN6O3S3V | the Open Molecules 2025 dataset | ωB97M-V/def2-TZVPD
I 7.62776 -1.40970 -5.74763
V 0.37345 -1.82428 -2.30824
S 2.02118 -3.18112 -0.66342
S -1.10893 0.06221 -2.39355
S -1.06679 -2.88001 -0.68016
F 1.72928 -4.05179 -4.30758
F 1.32833 -2.20326 -5.32602
F -0.94540 -5.70982 -5.08486
F 0.97456 -4.08664 -6.34309
F -2.29163 -4.69837 -3.70394
F -0.29711 -5.21103 -3.08067
O -0.48672 -2.58513 -3.48805
O 1.65978 -0.78569 -2.03859
O 2.87661 0.78935 -1.03617
N 0.30424 2.14471 0.66966
N -0.08397 1.16557 -0.14591
N -2.42794 0.24969 1.31387
N 0.90569 -1.15398 0.70486
N -1.69407 -0.64731 0.62889
N 0.60410 -0.44835 1.82501
C -0.56106 -3.41801 -4.63970
C -0.18797 2.77038 -3.52238
C 1.81887 -2.12738 0.63405
C 0.80541 4.45218 1.17246
C 0.89312 -3.47115 -5.18219
C -0.39491 4.58016 2.12538
C 2.63528 -2.23116 1.83689
C 0.49006 3.34357 0.17404
C 0.44225 1.46926 4.11498
C -1.02355 -4.80256 -4.12025
C -3.68776 -0.01145 1.51061
C -4.09136 -3.36664 -0.27204
C 6.06505 0.18781 -3.71618
C -3.67595 2.19863 2.70509
C 2.83087 -0.05112 -1.88276
C 1.15877 -0.65324 2.98755
C 5.00780 0.47104 -2.87295
C 0.56792 -0.05251 4.24834
C -5.73013 1.41213 1.51154
C 3.91924 -1.57339 -3.54555
C 3.84267 -3.10949 1.81127
C -4.96236 0.24835 3.60826
C -0.83784 -0.67326 4.39959
C 1.40640 -0.40933 5.47700
C 2.27271 -1.54031 2.95248
C -3.51499 -2.10944 0.30459
C 6.04442 -0.97768 -4.47624
C 1.02073 5.79514 0.47406
C 0.37839 3.56045 -1.21243
C -2.13745 -1.79016 0.11292
C -4.50583 0.97255 2.32998
C 3.92533 -0.40053 -2.79358
C -0.34171 1.31480 -1.45248
C 2.07391 4.07731 1.95549
C -0.04644 2.56417 -2.04415
C 4.97842 -1.86724 -4.38612
C -1.48808 -2.89765 -5.71052
C -4.26199 -1.20500 0.99142
B -0.25543 -0.16924 0.58281
H -5.53016 0.93784 4.23529
H 3.10508 -2.28145 -3.45414
H -0.16736 5.31672 2.89844
H 2.96178 4.18625 1.32795
H -5.42656 1.87952 0.57061
H -1.25192 -0.37630 5.36522
H -5.60524 -0.60663 3.38370
H -3.29851 2.71087 1.81641
H -1.28478 4.91988 1.58731
H -0.62665 3.63053 2.60892
H 4.97755 -2.78073 -4.96623
H 1.46647 -1.48899 5.63449
H 1.42093 1.95021 4.18915
H 0.17750 3.75425 -3.80808
H -0.18001 1.84957 4.92860
H 3.55579 -4.14547 1.61463
H 2.02835 3.04527 2.30556
H 2.18405 4.73618 2.81826
H -5.15983 -3.42928 -0.07312
H -1.23096 2.68161 -3.82916
H 0.13702 6.11194 -0.08679
H -3.60072 -4.24742 0.14759
H 2.85853 -1.65633 3.85236
H 0.36949 2.00975 -4.06979
H 1.88203 5.77218 -0.19975
H -1.11717 -1.94975 -6.09330
H -2.47982 -2.74820 -5.29023
H -6.30242 2.14416 2.08373
H -6.39843 0.57846 1.28329
H 2.41735 0.00134 5.41629
H -1.54765 -3.61885 -6.52260
H -1.50582 -0.31972 3.61044
H 5.00852 1.37294 -2.27295
H -2.82177 1.92911 3.33262
H -5.32124 -1.38650 1.13101
H 0.63803 4.52377 -1.62942
H 4.49708 -2.81278 0.98804
H 1.21750 6.55671 1.22959
H -4.10400 -0.10940 4.18416
H -3.92379 -3.40027 -1.35041
H 0.92957 0.02338 6.35683
H -0.01458 1.74788 3.16425
H 6.90175 0.87052 -3.78950
H -0.79741 -1.76632 4.37435
H -4.30398 2.89589 3.26184
H 4.39119 -3.05736 2.74888
```

Computed, not measured: 2 unconnected molecules or ions with the total composition C4H12NOS, with ωB97M-V/def2-TZVPD.

- relative energy (zero: lowest compared OMol25 entry of this formula, charge and spin) (kJ/mol) = 54.9
- net charge = -1
- gap between HOMO and LUMO (eV) = 5.7
- maximum force (eV Å⁻¹) = 0.64
- highest occupied orbital energy (eV) = -2.4

Structure (XYZ):
```
19
C4H12NOS | the Open Molecules 2025 dataset | ωB97M-V/def2-TZVPD
S -0.93761 -1.80378 -3.44488
O 0.35228 2.73497 2.25639
N 0.51117 0.61428 0.36755
C -0.88616 0.17085 0.28164
C -0.34365 -1.28133 -1.79338
C -1.33050 -0.35535 -1.10183
C 1.47596 -0.38071 0.79808
H 0.64233 -0.80516 -1.92426
H -1.59238 0.46297 -1.77135
H 0.72071 2.35572 3.05968
H 0.99885 -1.08729 1.46744
H 1.88466 -0.97242 -0.02795
H 0.40824 1.99690 1.59804
H -0.20404 -2.19166 -1.20194
H 0.79958 0.98530 -0.52874
H 2.30135 0.09278 1.33328
H -1.02894 -0.61713 1.02445
H -2.25044 -0.93264 -0.96049
H -1.52139 1.01370 0.56828
```